Entry 1:
Entry from the Open Molecules 2025 dataset: a structure of composition C2H3MgNaO4 in a non-equilibrium geometry (ωB97M-V with the def2-TZVPD basis set).

Summary:
HOMO level (spin up / spin down) = -6.74 / -7.68 eV
multiplicity = 1
F_max = 5.3 eV/A
calculated total energy = -741.19346 Eh
total charge = 0
LUMO level (spin up / spin down) = -0.8 / -1.5 eV

Last column: Löwdin charge in e.
Positions of all 11 atoms, in Å:
O  -0.69590  -1.30658  0.06308  -0.1107
C  -1.89470  -1.04635  0.03076  -0.1935
C  -2.36741  0.37247  -0.00743  -0.3856
O  -1.34530  1.27393  -0.00472  -0.3809
O  5.24352  1.11668  -0.77303  -0.3912
O  5.27294  1.08087  0.74999  -0.3862
Mg  0.41300  0.49355  0.04579  0.8554
Na  4.11458  -1.01879  -0.07208  0.5791
H  -2.63850  -1.86372  0.01330  0.1394
H  -3.06921  0.46603  0.85517  0.1371
H  -3.03301  0.43190  -0.90083  0.1370


Entry 2:
Entry from the Open Molecules 2025 dataset: a structure of composition C26H42Cl3LaN4O4Si in a non-equilibrium geometry (ωB97M-V with the def2-TZVPD basis set).

Summary:
HOMO level = -4.85 eV
multiplicity = 1
F_max = 4.1 eV/A
calculated total energy = -3237.71213 Eh
total charge = 0
LUMO level = -0.6 eV

Last column: Löwdin charge in e.
Positions of all 81 atoms, in Å:
C  2.12425  -1.73385  -5.10190  -0.0371
C  1.38838  -0.63674  -4.36751  -0.3512
H  2.59560  -1.38263  -6.03066  0.0858
H  1.42934  -2.55079  -5.32685  0.0830
H  2.90281  -2.14253  -4.47025  0.0486
C  0.60596  0.26990  -5.05762  -0.1846
C  0.12397  0.08562  -6.44963  -0.1636
H  0.41866  1.23120  -4.61127  0.0566
H  -0.52906  -0.78833  -6.55129  0.0579
H  0.95043  -0.03191  -7.15906  0.0531
H  -0.46792  0.95569  -6.75419  0.0573
La  -0.94263  -0.42339  1.77237  1.2935
Cl  1.71864  -0.35499  2.03881  -0.1375
Cl  -2.56964  -2.59098  1.83606  -0.2606
C  0.31686  2.75071  2.37318  -0.2864
O  -0.69950  1.99194  2.40336  -0.2297
N  0.25751  3.97938  1.85344  -0.1497
C  -1.03148  4.49018  1.34534  -0.0165
C  1.43749  4.84649  1.72901  -0.0411
H  1.30388  2.40821  2.74420  0.1223
H  -1.49111  3.77068  0.64660  0.0783
H  -0.80520  5.44091  0.83080  0.0910
H  -1.73189  4.67725  2.17989  0.1017
H  2.34542  4.25156  1.54577  0.0922
H  1.60856  5.46374  2.63114  0.0961
H  1.29686  5.52481  0.88604  0.0759
H  -1.94673  -1.15474  -2.37850  0.0702
H  -2.77714  1.47623  -3.84476  0.0989
C  -2.96107  -0.89928  -2.02631  -0.0254
C  -3.59376  1.26124  -3.13051  -0.0338
N  -3.10163  0.55896  -1.94642  -0.1627
H  -3.13694  -1.34886  -1.03736  0.0729
C  -2.77126  1.27179  -0.85636  -0.2814
O  -2.33804  0.74114  0.19361  -0.2682
H  -4.04085  2.21863  -2.81816  0.0925
H  -2.90881  2.37106  -0.95808  0.1426
H  -3.69350  -1.23698  -2.76744  0.0928
H  -4.34204  0.62884  -3.62757  0.0927
O  0.81811  -1.33029  -2.96389  -0.2983
C  1.79530  -0.35697  -2.90786  -0.3281
C  0.17828  1.49539  -2.31252  -0.0932
C  1.47014  0.95132  -2.28205  -0.2008
H  -0.65780  0.85368  -2.62957  0.0894
C  -0.01856  2.86261  -2.06487  -0.0956
H  2.79120  -0.77082  -2.68795  0.1413
C  2.49671  1.74763  -1.72951  -0.0162
H  -1.00566  3.31581  -2.25933  0.0988
C  1.02041  3.68168  -1.62111  -0.1213
C  2.27208  3.09091  -1.39976  -0.0996
H  3.49823  1.33746  -1.63237  0.1113
H  0.87943  4.76290  -1.48808  0.0957
H  3.07593  3.71795  -1.01161  0.0950
Si  0.99486  -3.24063  -1.23049  0.5697
Cl  0.01184  -1.07160  -0.51414  0.2581
C  -0.67056  -4.08584  -1.13986  -0.2188
C  1.96741  -3.53131  0.39662  -0.2128
C  2.04902  -3.85949  -2.66009  -0.1978
H  -1.41455  -3.51429  -0.57121  -0.0419
H  -0.57729  -5.04848  -0.61183  0.0404
H  -1.07951  -4.28136  -2.13597  0.0354
H  1.51670  -3.85660  -3.62161  0.0269
H  2.31452  -4.90720  -2.44706  0.0405
H  2.99113  -3.31342  -2.81505  0.0308
H  1.81877  -2.85950  1.25761  -0.0480
H  3.04519  -3.49766  0.17218  0.0300
H  1.73786  -4.55545  0.74119  0.0348
N  -1.05156  -2.03232  9.39484  0.1615
C  -0.28619  -1.11631  8.70792  -0.4756
O  0.38480  -0.26690  9.28598  0.0640
C  -0.38665  -1.16082  7.21720  -0.1189
C  -1.39712  -1.84169  6.51784  0.0033
C  -1.50328  -1.69489  5.12970  -0.1275
N  -0.68795  -0.89917  4.40801  -0.0752
C  0.34566  -0.32826  5.06849  -0.1440
C  0.52442  -0.41804  6.44905  0.0229
H  -0.84777  -2.11457  10.38192  0.1138
H  -1.38996  -2.86816  8.94310  0.0904
H  -2.12806  -2.46986  7.02314  0.1089
H  -2.26966  -2.22951  4.56654  0.0601
H  1.06419  0.20374  4.43948  0.0380
H  1.36554  0.11017  6.89900  0.1263


Entry 3:
Entry from the Open Molecules 2025 dataset: the ion C4H12N2O2 with charge +2 in a non-equilibrium geometry (ωB97M-V with the def2-TZVPD basis set).

Summary:
HOMO level = -19.64 eV
multiplicity = 1
structure (SMILES) = C[N+](C)(O)/C=[NH+]/CO
F_max = 6.3 eV/A
calculated total energy = -418.77150 Eh
energy above the lowest of the compared OMol25 structures with the same formula, charge and spin = 605.05 kJ/mol
total charge = +2
LUMO level = -9.9 eV

Last column: Löwdin charge in e.
Positions of all 20 atoms, in Å:
C  -0.22571  -0.32512  -0.23934  0.0157
C  1.52801  -0.01505  1.41094  0.0737
C  1.92978  -0.49441  -1.02946  0.0856
C  -2.69702  -0.25574  -0.39367  -0.2281
N  -1.32276  0.35062  -0.43935  0.2176
N  1.03795  0.17438  0.02999  -0.2377
O  -3.09730  -0.27665  0.84700  0.1107
O  0.93071  1.73016  -0.35676  0.1039
H  -0.47297  -1.43053  -0.01863  0.2351
H  2.63057  0.05475  1.22278  0.1390
H  1.20719  0.78666  2.14638  0.1618
H  1.23199  -0.88875  1.94370  0.1239
H  1.98216  -1.58355  -1.00630  0.1347
H  1.72256  -0.12617  -2.08306  0.1637
H  2.93998  -0.29456  -0.61732  0.1258
H  -3.27205  0.24229  -1.17723  0.1737
H  -2.40796  -1.23979  -0.77835  0.1426
H  -1.23775  1.32400  -0.48425  0.1537
H  -3.99029  0.04245  0.81863  0.1394
H  1.58292  2.22500  0.20430  0.1652